C28H35BrMnN4O5S | ωB97M-V with the def2-TZVPD basis set

## Properties
Energy in eV: -157997.1677
ΔE to the lowest compared entry with this formula, charge and spin in kcal per mole: 46.0
Orbital gap (alpha / beta) in eV: 7.87 / 7.67
Spin multiplicity: 2
⟨S²⟩: 0.7705

XYZ file:
```
75
Properties=species:S:1:pos:R:3:forces:R:3
C 4.3232 5.1011 -2.4914 -0.1 0.0 0.0
C 0.3419 -2.9811 2.9737 0.0 0.0 0.0
C 0.6490 -3.1243 4.3181 0.1 0.0 0.0
O 0.5989 1.9076 -1.9487 -0.4 0.8 0.3
C -2.7592 -5.3279 -0.7925 0.0 0.0 0.0
H -3.1623 3.1717 0.2865 0.0 0.0 0.0
H -3.6376 1.9653 -3.3655 0.1 0.0 0.0
C 3.2295 -0.5648 1.4744 0.0 0.1 0.0
H 5.0713 5.8171 -2.8099 0.0 0.0 0.0
H -4.1108 -0.0741 -2.1011 -0.1 0.0 0.0
H 1.4874 -1.1086 0.4891 0.0 -0.1 0.0
H 5.2824 0.4146 -0.1555 0.1 0.0 0.0
C -0.6450 -2.0872 2.5639 0.3 -0.1 0.0
O 1.5193 1.8763 0.0480 0.4 0.0 0.0
N 4.6007 4.3876 -1.4074 0.2 0.1 0.1
H 6.0339 -0.4681 -1.4886 0.0 0.0 0.0
H -3.3737 -5.9223 1.1735 0.0 0.0 0.0
N 3.9745 -0.6182 -1.4582 0.1 0.2 0.2
H -4.6351 1.2559 0.8729 0.0 0.0 0.1
H -3.2443 0.4108 1.5978 0.0 0.0 0.1
H -4.8963 1.2927 -1.2674 0.0 0.0 0.0
C 1.4757 2.2931 -1.1331 -0.1 -0.4 0.3
C -1.3205 -1.3478 3.5267 0.0 -0.1 -0.1
C 2.4890 3.2823 -1.6182 0.0 0.2 -0.3
C 3.1363 4.9421 -3.1923 0.0 0.1 -0.1
H 0.3260 2.0793 1.8370 0.0 0.0 0.0
Mn -0.5704 0.6314 -0.6315 0.9 -0.9 -0.8
H -1.5646 -0.9180 5.6114 0.0 0.0 0.0
C -1.5450 -3.2588 -0.9338 0.0 0.0 0.1
S 1.5062 -1.0728 -2.1310 -0.4 0.2 0.1
H -0.6179 0.2151 -3.8276 0.0 0.0 0.0
H 0.8616 -3.5753 2.2306 0.0 0.0 0.0
H -2.0092 -4.4903 -2.6217 0.0 0.0 0.0
H -1.0628 1.4342 2.7470 0.0 0.0 -0.1
O -1.8488 1.2347 -2.6032 0.3 -0.2 0.2
H -0.8230 3.2050 2.6034 -0.1 0.0 0.0
H 1.4085 -3.8326 4.6252 0.0 0.0 0.0
N -0.6033 -0.8984 0.4738 -0.8 1.1 0.4
C -3.5510 1.1077 0.8176 0.1 0.0 0.1
H -2.3456 -3.9710 2.2793 0.0 0.0 0.0
H -2.1164 -0.6814 3.2188 0.0 0.1 0.0
C -1.6338 0.6037 -3.8563 0.1 -0.1 0.1
H 4.2368 -0.9707 1.5125 -0.1 0.0 0.1
H -2.9817 2.7633 -1.9196 0.0 0.0 0.0
C -2.8553 -5.1777 0.5823 0.0 -0.1 0.0
H 3.2636 0.5258 1.4933 0.0 0.0 0.0
O -3.1943 0.4762 -0.3941 -0.1 0.1 -0.1
Br 2.7879 6.0094 -4.7253 0.1 -0.1 0.1
C 2.7433 -0.8654 -0.9805 0.0 -0.4 -0.2
H -3.1988 -6.1921 -1.2748 0.0 0.0 0.0
C -1.0171 -1.4914 4.8735 0.0 0.0 0.0
C -2.0993 -4.3681 -1.5495 0.0 0.0 0.0
C -3.9347 0.8495 -1.5448 0.1 0.0 -0.1
H -2.3373 -0.2193 -4.0177 0.0 0.0 0.0
C 3.6976 3.5145 -0.9750 -0.1 -0.1 0.1
C 2.2117 4.0094 -2.7727 0.1 -0.1 0.1
C -0.0290 -2.3790 5.2732 0.0 0.0 0.0
C -0.7151 2.2417 2.0971 0.1 0.0 0.1
C -3.1249 1.7993 -2.4133 -0.2 -0.2 0.3
H 5.4066 -1.3597 -0.1043 0.1 0.0 -0.1
C -0.9583 -1.9306 1.0969 0.2 0.0 -0.1
H 1.2908 3.8229 -3.3060 0.0 0.0 0.0
H -1.0334 -2.4950 -1.5028 0.1 0.0 0.0
H 2.6915 -0.9026 2.3583 0.0 0.0 0.0
H -3.0659 2.8058 2.0234 0.0 0.1 0.0
H -1.7252 1.3306 -4.6681 0.0 0.0 0.0
N 2.4878 -1.0520 0.3197 0.0 0.1 0.1
O -1.4370 2.2613 0.8630 0.2 -0.4 -0.3
H 3.9904 -0.5212 -2.4578 0.0 0.0 0.0
H 3.9499 2.9685 -0.0728 -0.1 0.0 0.0
H 0.1994 -2.5015 6.3241 0.0 0.0 0.0
C -2.8329 2.4337 1.0220 -0.2 -0.3 -0.2
C 5.2369 -0.4993 -0.7504 -0.1 0.0 0.1
C -1.6149 -3.1109 0.4517 -0.3 0.0 -0.1
C -2.2775 -4.0817 1.2047 0.1 0.1 -0.1
```
Forces are in eV/Å.